Molecular formula: C28H84N4O14
Method: DFT, ωB97M-V with the def2-TZVPD basis set

Element x y z (Å)
C 1.45 -1.81 3.15
O 0.14 -1.59 2.67
H 1.40 -2.31 4.10
H 1.97 -0.92 3.32
H 2.06 -2.41 2.58
H -0.27 -0.88 3.21
C 0.65 0.57 0.32
O 0.00 -0.42 -0.46
H 1.23 0.14 1.10
H -0.08 1.27 0.71
H 1.38 1.14 -0.26
H -0.87 -0.68 -0.05
C -1.38 -3.66 -0.02
O -0.77 -4.04 -1.22
H -0.82 -2.83 0.35
H -1.50 -4.38 0.74
H -2.36 -3.22 -0.26
H -1.30 -4.69 -1.72
C 0.43 0.98 -4.08
O 0.96 1.38 -2.85
H 0.83 -0.04 -4.28
H 0.64 1.62 -4.90
H -0.64 0.88 -3.96
H 0.63 0.73 -2.22
C 1.23 4.11 0.39
O 0.56 5.29 0.28
H 1.60 3.66 -0.50
H 0.47 3.40 0.81
H 2.00 4.27 1.09
H 0.29 5.65 1.13
C 4.66 -0.42 2.59
O 4.65 -1.69 3.15
N 3.75 -0.04 1.76
N 5.48 0.50 2.99
H 2.96 -0.64 1.48
H 3.72 0.95 1.45
H 6.03 0.29 3.84
H 5.47 1.45 2.60
C -3.08 -1.25 1.91
O -2.38 -0.65 0.89
N -4.33 -1.04 2.14
N -2.51 -2.01 2.80
H -4.78 -1.60 2.90
H -4.94 -0.55 1.48
H -1.57 -2.36 2.60
H -2.55 -1.84 3.89
C 3.56 -0.02 -1.68
C 4.02 0.86 -2.86
C 4.14 2.35 -2.51
O 5.01 0.44 -3.49
H 4.25 -0.87 -1.50
H 2.59 -0.46 -1.85
H 3.44 0.55 -0.79
H 3.22 0.77 -3.57
H 4.42 3.07 -3.23
H 4.77 2.55 -1.67
H 3.18 2.66 -2.12
H 4.70 -0.14 -4.17
C -3.72 2.32 1.69
C -2.40 2.38 2.39
C -2.34 3.34 3.63
O -1.90 1.33 2.72
H -3.94 3.21 1.11
H -4.50 2.23 2.41
H -3.76 1.41 1.08
H -1.66 2.86 1.68
H -1.31 3.50 3.94
H -2.71 2.87 4.53
H -2.76 4.33 3.47
H -2.00 0.71 1.98
C 1.73 2.06 3.84
C 2.44 1.33 4.96
C 2.86 2.29 6.09
O 1.73 0.48 5.51
H 0.87 2.51 4.32
H 1.32 1.33 3.02
H 2.33 2.91 3.47
H 3.35 0.86 4.56
H 3.41 1.85 6.93
H 1.98 2.73 6.43
H 3.54 3.04 5.82
H 2.21 -0.04 6.17
C 1.95 -4.86 0.52
C 2.17 -3.47 -0.02
C 3.60 -3.02 0.19
O 1.88 -3.32 -1.26
H 2.84 -5.44 0.31
H 1.06 -5.21 0.07
H 1.72 -4.84 1.59
H 1.45 -2.82 0.47
H 4.36 -3.30 -0.50
H 3.92 -3.35 1.18
H 3.69 -1.91 0.10
H 0.92 -3.37 -1.39
C -3.68 -0.39 -1.41
C -4.40 -0.52 -2.75
C -5.40 -1.67 -2.77
O -4.96 0.48 -3.26
H -4.41 -0.16 -0.66
H -2.89 0.37 -1.44
H -3.22 -1.35 -1.20
H -3.58 -0.72 -3.38
H -6.21 -1.42 -2.20
H -4.95 -2.46 -2.27
H -5.69 -1.97 -3.78
H -5.19 0.32 -4.17
C -0.89 -1.99 -3.29
C -0.32 -2.56 -4.60
C 0.23 -3.99 -4.34
O -1.12 -2.76 -5.51
H -0.07 -1.85 -2.65
H -1.66 -2.61 -2.82
H -1.43 -1.03 -3.48
H 0.50 -1.94 -4.94
H 0.74 -4.47 -5.22
H -0.54 -4.69 -3.94
H 1.04 -3.95 -3.66
H -1.64 -2.00 -5.63
C -3.94 3.08 -1.71
C -2.54 3.03 -2.29
C -1.48 2.82 -1.26
O -2.39 2.13 -3.10
H -4.28 2.23 -1.19
H -4.68 3.44 -2.51
H -4.00 3.86 -1.00
H -2.40 3.89 -2.85
H -1.57 3.60 -0.54
H -0.43 2.89 -1.60
H -1.61 1.84 -0.85
H -3.07 1.55 -2.99

## Properties
Highest occupied orbital energy = -8.87 eV



Molecular formula: C41H85BrI2N3O19S6
Method: DFT, ωB97M-V with the def2-TZVPD basis set

Element x y z (Å)
C 4.70 -3.58 0.04
C 4.79 -3.03 1.10
C 4.84 -2.32 2.37
C 5.16 -0.78 2.26
C 6.68 -0.66 2.47
N 7.40 -1.69 1.75
C 7.69 -1.42 0.35
C 4.51 -0.17 1.03
C 5.03 1.17 0.49
C 5.12 1.26 -1.05
C 4.50 2.56 -1.54
C 5.34 3.78 -1.13
N 4.56 5.02 -1.00
C 4.15 5.23 0.34
C 4.86 6.32 1.10
O 3.30 4.57 0.87
C 3.00 -0.27 1.45
C 1.99 0.52 0.59
C 1.40 -0.31 -0.57
C 2.22 -0.25 -1.86
C -0.04 0.20 -0.89
C 2.93 -0.07 2.97
Br 2.31 1.76 3.39
C 1.96 -1.01 3.75
C 1.01 -1.92 2.97
C -0.32 -1.31 2.49
C -0.95 -0.22 3.35
S -1.38 -0.56 5.05
O -2.79 -0.73 5.12
O -0.76 0.43 5.88
O -0.65 -1.94 5.40
N 4.39 -0.21 3.49
C 4.96 0.88 4.32
I 5.87 2.58 3.54
C 4.90 0.80 5.64
C 5.44 1.82 6.60
I 4.01 -0.84 6.58
H 4.57 -4.15 -0.85
H 5.55 -2.79 3.05
H 3.85 -2.47 2.81
H 6.91 -0.75 3.53
H 7.04 0.32 2.15
H 8.22 -1.97 2.25
H 8.72 -1.68 0.12
H 7.57 -0.36 0.11
H 7.02 -1.97 -0.31
H 4.54 -0.85 0.18
H 4.39 1.98 0.85
H 6.01 1.39 0.89
H 6.18 1.31 -1.32
H 4.72 0.39 -1.54
H 4.38 2.59 -2.63
H 3.50 2.70 -1.12
H 5.80 3.60 -0.15
H 6.17 3.91 -1.82
H 3.77 5.04 -1.64
H 5.75 5.94 1.59
H 4.19 6.68 1.87
H 5.14 7.15 0.46
H 2.79 -1.30 1.19
H 2.45 1.44 0.21
H 1.15 0.84 1.19
H 1.31 -1.35 -0.28
H 1.59 -0.58 -2.68
H 3.07 -0.94 -1.85
H 2.52 0.77 -2.08
H -0.73 -0.64 -0.79
H -0.13 0.51 -1.93
H -0.38 0.97 -0.21
H 1.42 -0.43 4.49
H 2.60 -1.69 4.33
H 0.77 -2.74 3.64
H 1.50 -2.39 2.12
H -0.20 -0.93 1.48
H -1.04 -2.12 2.41
H -0.36 0.70 3.39
H -1.91 0.05 2.91
H -0.18 -1.77 6.23
H 4.48 -1.00 4.14
H 6.50 1.96 6.40
H 4.92 2.76 6.48
H 5.34 1.48 7.62
O -1.35 -2.98 -2.44
S -2.21 -3.99 -1.90
O -1.87 -5.38 -2.04
O -3.68 -3.74 -2.41
C -3.91 -3.67 -3.85
C -3.83 -5.01 -4.53
C -2.51 -3.67 -0.20
H -3.21 -2.95 -4.29
H -4.91 -3.25 -3.95
H -2.82 -5.43 -4.49
H -4.11 -4.90 -5.58
H -4.50 -5.72 -4.06
H -2.78 -2.62 -0.08
H -1.58 -3.88 0.33
H -3.30 -4.32 0.15
O -6.01 -2.59 -6.30
S -7.27 -1.92 -6.47
O -8.31 -2.57 -7.20
O -7.00 -0.49 -7.09
C -6.23 -0.42 -8.32
C -7.02 -0.86 -9.53
C -7.89 -1.38 -4.92
H -5.31 -0.99 -8.20
H -5.95 0.63 -8.41
H -7.27 -1.92 -9.48
H -6.43 -0.69 -10.43
H -7.95 -0.31 -9.61
H -7.10 -0.87 -4.38
H -8.21 -2.27 -4.38
H -8.74 -0.72 -5.09
O -3.36 5.18 1.87
S -2.49 5.68 0.85
O -1.92 4.77 -0.10
O -1.33 6.51 1.54
C -0.56 5.86 2.58
C 0.39 4.81 2.03
C -3.25 7.02 0.00
H -1.25 5.43 3.31
H -0.01 6.66 3.07
H -0.16 3.98 1.58
H 1.01 4.41 2.83
H 1.03 5.23 1.26
H -3.66 7.71 0.73
H -4.04 6.59 -0.61
H -2.51 7.49 -0.63
O 4.42 -4.11 4.64
S 3.72 -4.91 5.60
O 4.37 -5.32 6.80
O 3.08 -6.15 4.88
C 3.95 -7.04 4.11
C 4.81 -7.92 4.99
C 2.22 -4.09 6.02
H 4.55 -6.43 3.43
H 3.27 -7.63 3.51
H 5.53 -7.34 5.56
H 5.36 -8.62 4.36
H 4.20 -8.48 5.69
H 1.73 -3.78 5.10
H 2.54 -3.22 6.60
H 1.58 -4.74 6.60
O -10.15 1.33 -4.79
S -10.37 2.74 -4.72
O -11.49 3.24 -3.98
O -10.40 3.32 -6.19
C -11.32 2.72 -7.14
C -12.76 3.12 -6.90
C -8.91 3.56 -4.18
H -11.19 1.64 -7.13
H -10.98 3.09 -8.11
H -13.13 2.72 -5.95
H -13.38 2.72 -7.70
H -12.86 4.20 -6.87
H -8.07 3.19 -4.76
H -8.79 3.32 -3.13
H -9.04 4.63 -4.32

## Properties
Highest occupied orbital energy = -11.37 eV
Net charge = +1



Molecular formula: C3H9N2O2S
Method: DFT, ωB97M-V with the def2-TZVPD basis set

Element x y z (Å)
N 0.96 -0.89 -0.92
C 0.56 -0.27 0.33
C -0.49 -1.10 1.13
S -1.36 0.08 2.23
C -1.56 2.33 -0.70
N -0.70 3.37 -0.66
O -2.33 1.95 -1.56
H 1.31 -0.18 -1.55
H 1.39 -0.23 1.06
H 0.20 0.74 0.19
H -0.10 -1.98 1.73
H -1.26 -1.61 0.55
H -1.53 1.80 0.28
H -1.12 4.18 -1.16
H 2.39 -3.63 -0.19
H 1.45 -1.80 -0.93
O 2.17 -2.75 0.16

## Properties
Highest occupied orbital energy (alpha / beta) = -9.17 / -8.97 eV
Spin multiplicity = 2